C19H14Cl6N4O | wB97M-V/def2-TZVPD

Element x y z (Å)
1 Cl -1.20407 1.68734 4.96056
2 Cl 1.46725 -3.36506 4.16316
3 Cl 2.29319 -3.52162 1.36824
4 Cl 1.20812 0.93652 6.31438
5 Cl 0.79995 3.42117 4.55357
6 Cl 4.09297 -2.61984 3.13306
7 O 4.39268 1.18259 0.85643
8 N 1.94424 -0.63957 1.43351
9 N 1.56440 -0.47968 3.75484
10 N 3.70382 2.76761 2.16784
11 N 0.72747 1.26455 2.43133
12 C 1.17199 0.61043 1.18273
13 C -4.13551 -2.16308 -4.52827
14 C -0.99303 0.96726 -0.16572
15 C -1.94146 0.58871 -1.14264
16 C 2.04546 1.61261 0.51707
17 C 1.90707 -1.17340 2.64253
18 C -4.24663 -1.04292 -5.43429
19 C -2.83113 -0.80498 -2.91671
20 C 2.40684 -2.53607 2.85876
21 C -2.85304 0.27893 -3.81221
22 C -1.81637 -0.63349 -1.86616
23 C 0.11883 0.12706 0.17149
24 C -3.33292 -2.06414 -3.35842
25 C 0.17567 -1.08357 -0.59662
26 C 0.57004 1.66028 4.83578
27 C 0.95182 0.80116 3.59605
28 C 3.36920 1.84930 1.18424
29 C -3.45671 0.10020 -5.16193
30 C -0.76662 -1.52400 -1.57191
31 H -3.15264 -2.91290 -2.73486
32 H 4.71485 3.11663 2.29364
33 H 2.91551 -0.56728 1.03435
34 H -0.60504 -2.40950 -2.22731
35 H -4.31714 -3.20755 -4.76204
36 H -1.25061 1.84153 0.32948
37 H -2.41558 1.28321 -3.75531
38 H -2.78888 1.32525 -1.25676
39 H -4.75176 -1.16974 -6.40749
40 H 1.46912 2.59330 0.46962
41 H -3.50323 0.87958 -5.87623
42 H 2.29479 1.30944 -0.54518
43 H 1.09092 -1.67731 -0.53948
44 H 2.96612 3.39105 2.40685

## Properties
**Maximum force**: 0.1160 hartree/bohr
**LUMO energy**: -0.0294 hartree
**Frontier orbital gap**: 0.28964 hartree
**Charge**: 0

These are the natural (NBO) partial charges, in e, on atoms 1 to 8: number 1, Cl, carries 0.025; number 2, Cl, carries 0.054; number 3, Cl, carries 0.019; number 4, Cl, carries 0.084; number 5, Cl, carries 0.027; number 6, Cl, carries 0.089; number 7, O, carries -0.647; number 8, N, carries -0.641

---

C19H14F3NO2 | wB97M-V/def2-TZVPD

Element x y z (Å)
1 F -3.35879 2.49932 0.67426
2 F -2.88755 1.28765 2.39594
3 F -1.83983 3.14707 2.11975
4 O 2.80087 -0.98083 0.92795
5 O -0.36016 1.25857 3.58431
6 N -2.24732 -0.87567 -4.35176
7 C -2.50352 -3.97379 -2.80257
8 C 2.14457 2.89252 3.51510
9 C -0.63306 0.30341 -1.41452
10 C 1.78671 1.84923 2.70358
11 C 4.39798 2.67888 2.73969
12 C -0.07942 1.01821 1.18951
13 C 2.73080 1.21399 1.91500
14 C -2.37953 -2.02178 -4.30866
15 C 0.35010 1.37511 2.61081
16 C -1.31719 1.34685 0.65361
17 C 0.58995 -0.01656 -0.86898
18 C -2.54907 -3.48131 -4.25377
19 C 3.46280 3.30583 3.52776
20 C -1.54887 0.98780 -0.65717
21 C 4.03907 1.62239 1.92575
22 C -1.18117 -3.66213 -2.11004
23 C 2.21420 0.07500 1.06297
24 C 0.86721 0.35914 0.42544
25 C -2.35228 2.10241 1.46696
26 H -2.50544 1.27381 -1.08793
27 H -3.50539 -3.73849 -4.70996
28 H -1.00824 -2.58697 -2.04179
29 H -0.82116 0.02110 -2.45556
30 H 1.36587 -0.55437 -1.40833
31 H 3.77130 4.13175 4.16290
32 H -3.31896 -3.52013 -2.23549
33 H -1.75784 -3.94898 -4.84166
34 H 1.41259 3.41818 4.12137
35 H 5.43313 3.00742 2.71456
36 H -2.66721 -5.05295 -2.79193
37 H -0.34208 -4.11159 -2.64562
38 H 4.79431 1.14320 1.31025
39 H -1.18235 -4.05502 -1.09331

## Properties
**Maximum force**: 0.0322 hartree/bohr
**LUMO energy**: -0.0184 hartree
**Frontier orbital gap**: 0.34216 hartree
**Charge**: 0
**SMILES**: O=C1c2ccccc2C(=O)c2c1cccc2C(F)(F)F.CCCC#N

These are the natural (NBO) partial charges, in e, on atoms 1 to 8: number 1, F, carries -0.320; number 2, F, carries -0.314; number 3, F, carries -0.312; number 4, O, carries -0.503; number 5, O, carries -0.487; number 6, N, carries -0.358; number 7, C, carries -0.380; number 8, C, carries -0.161

---

C19H14FeN2O3 | wB97M-V/def2-TZVPD

Element x y z (Å)
1 Fe -0.96611 -0.40013 -4.02989
2 O -3.12897 -1.88663 -5.17947
3 O -3.00399 1.04377 -2.51853
4 O -0.98612 -1.67472 -1.36621
5 N -0.14202 -1.01674 4.95672
6 N 1.31284 4.58603 -0.91794
7 C 1.03244 1.52805 1.01698
8 C 1.12203 -0.35573 -4.83089
9 C -0.83537 1.01474 -5.40883
10 C -2.22618 0.52872 -3.22702
11 C 0.70535 2.50928 -3.97236
12 C -2.12417 -1.37617 -4.89017
13 C 1.03962 0.08060 -3.45227
14 C -0.96967 -1.33561 -2.47847
15 C 0.14944 0.00371 -5.73600
16 C -0.36566 2.40721 -5.09854
17 C -0.17983 -0.40469 3.95868
18 C -1.38620 0.57836 2.03826
19 C -0.04955 2.35512 -1.04796
20 C 1.02195 0.83616 2.22112
21 C -0.18773 0.34715 2.73267
22 C -0.14788 1.69794 0.28119
23 C 0.75058 1.36426 -3.04241
24 C 0.71153 3.57563 -0.95486
25 C -1.36911 1.24680 0.81511
26 H 1.69793 2.64412 -4.45869
27 H 1.96577 1.96854 0.64955
28 H 0.05297 -0.53789 -6.68360
29 H 1.95564 0.67896 2.76940
30 H -1.76710 1.01146 -5.99361
31 H -2.29624 1.45754 0.27495
32 H 0.53892 3.45703 -3.43565
33 H 1.87593 -1.11432 -5.06636
34 H -2.33222 0.22557 2.46334
35 H -1.22956 3.03224 -4.83381
36 H -1.03775 2.48806 -1.50281
37 H 0.61302 1.50885 -1.88812
38 H 1.47454 -0.63116 -2.72506
39 H 0.08890 2.85408 -5.99890

## Properties
**Expectation value of S²**: 6.143
**Maximum force**: 0.0758 hartree/bohr
**ΔE to the lowest compared entry with this formula, charge and spin**: 100.29 kJ/mol
**Multiplicity**: 5
**LUMO energy (alpha / beta)**: 0.1823 / 0.1784 hartree
**Frontier orbital gap (alpha / beta)**: 0.11367 / 0.23768 hartree
**Charge**: -2

These are the Mulliken partial charges, in e, on atoms 1 to 8: number 1, Fe, carries 0.496; number 2, O, carries -0.513; number 3, O, carries -0.463; number 4, O, carries -0.373; number 5, N, carries -0.775; number 6, N, carries -0.746; number 7, C, carries -0.312; number 8, C, carries -0.740

---

C19H14I2IrN3O7 | wB97M-V/def2-TZVPD

Element x y z (Å)
1 Ir -0.69829 0.94831 -0.80165
2 I -0.59350 -8.09369 -0.83229
3 I -0.11741 4.62866 3.74266
4 O 3.48530 5.08424 -1.15757
5 O -1.10075 -1.15266 -1.82984
6 O 5.28767 3.79335 -1.02149
7 O 0.27398 -1.11617 -0.13318
8 O -0.52209 2.94582 -1.16130
9 O 0.83502 4.71572 -1.13486
10 O -3.09347 2.01640 -0.05782
11 N 1.47045 1.34178 -0.60866
12 N -0.72823 1.28623 1.15614
13 N 2.59792 0.64825 -0.46350
14 C -1.00033 0.26378 1.97447
15 C 1.80890 2.58758 -0.84702
16 C -1.02534 0.42506 3.34349
17 C -0.40583 -1.76714 -0.98654
18 C -0.36432 -5.31076 0.29820
19 C 0.64592 3.50775 -1.07302
20 C 3.67385 1.44930 -0.59211
21 C -2.65197 1.01206 -0.56026
22 C -0.63565 -3.97475 -2.12811
23 C -0.28763 -3.92611 0.25210
24 C -3.55933 -0.14161 -0.94106
25 C -0.50549 2.72686 3.02987
26 C -0.68685 -5.35898 -2.09702
27 C -0.54936 -6.01805 -0.88183
28 C -0.50124 2.50418 1.66490
29 C -0.42468 -3.25612 -0.95747
30 C 4.08968 3.91213 -1.01817
31 C 3.21069 2.72400 -0.84184
32 C -0.76560 1.67213 3.88706
33 H -0.76008 -3.44207 -3.06210
34 H -4.59047 0.20731 -0.94198
35 H -0.12020 -3.35775 1.15862
36 H 4.68649 1.09142 -0.50387
37 H -0.84128 -5.91997 -3.00837
38 H -0.34269 3.30638 0.96804
39 H -3.27801 -0.56133 -1.89987
40 H -0.28105 -5.83286 1.24195
41 H -0.77374 1.82116 4.95855
42 H -1.18510 -0.69016 1.50858
43 H 2.52356 -0.34092 -0.27763
44 H 2.49811 5.00523 -1.14065
45 H -1.24519 -0.42306 3.97635
46 H -3.45235 -0.94092 -0.19994

## Properties
**Maximum force**: 0.0382 hartree/bohr
**ΔE to the lowest compared entry with this formula, charge and spin**: 0.00 kJ/mol
**LUMO energy**: -0.0296 hartree
**Frontier orbital gap**: 0.29156 hartree
**Charge**: 0

These are the natural (NBO) partial charges, in e, on atoms 1 to 8: number 1, Ir, carries 1.150; number 2, I, carries 0.166; number 3, I, carries 0.225; number 4, O, carries -0.670; number 5, O, carries -0.722; number 6, O, carries -0.581; number 7, O, carries -0.768; number 8, O, carries -0.660

---

Across the entries above, energy takes the values -3787.74096 -1237.27767 -2331.09504 -2123.13360 Eh, respectively.